<a>
ORCA calculation (ωB97M-V/def2-TZVPD) on a structure of composition C36H32FN8O4RhS2.

Last column: Mulliken charge in e.
Geometry (Å):
Rh1 -0.89 -3.41 -0.45  0.13
C1 3.38 -3.02 -1.04  -1.77
C2 1.91 -3.23 -1.33  1.02
N1 1.10 -3.44 -0.34  1.05
N2 1.69 -3.53 0.92  -1.17
C3 0.90 -3.32 1.91  0.52
S1 -0.80 -2.96 1.84  -0.36
S2 1.68 -3.34 3.51  -0.12
C4 1.43 -1.57 3.91  -1.13
C5 2.37 -0.70 3.13  0.56
C6 2.08 -0.39 1.80  0.82
C7 2.99 0.32 1.03  -0.69
C8 4.19 0.75 1.58  -1.15
C9 4.48 0.46 2.91  -0.55
C10 3.57 -0.27 3.67  -0.58
C11 1.46 -3.18 -2.73  0.48
C12 2.43 -2.94 -3.73  -0.95
C13 2.14 -2.87 -5.06  -0.94
C14 0.81 -3.04 -5.46  -0.35
C15 -0.17 -3.30 -4.54  -0.86
C16 0.12 -3.42 -3.15  0.95
O1 -0.88 -3.78 -2.41  -0.67
H1 3.53 -2.83 0.02  0.41
H2 3.76 -2.18 -1.62  0.49
H3 3.95 -3.91 -1.30  0.32
H4 1.61 -1.49 4.98  0.52
H5 0.39 -1.34 3.71  0.36
H6 1.15 -0.74 1.37  0.05
H7 2.78 0.51 -0.01  0.57
H8 4.91 1.28 0.98  0.45
H9 5.41 0.78 3.35  0.40
H10 3.81 -0.52 4.70  0.39
H11 3.47 -2.83 -3.44  0.33
H12 2.92 -2.70 -5.79  0.39
H13 0.54 -2.97 -6.51  0.39
H14 -1.20 -3.45 -4.83  0.46
C17 -4.92 2.40 1.91  -1.04
C18 -4.75 2.25 0.40  -1.08
N3 -3.67 1.33 0.06  0.27
C19 -3.97 0.02 -0.12  -0.30
C20 -3.08 -0.97 -0.40  -0.36
C21 -3.70 -2.37 -0.54  0.31
O2 -4.92 -2.40 -0.67  -0.76
O3 -2.93 -3.38 -0.49  -0.49
C22 -1.72 -0.62 -0.58  0.94
O4 -0.78 -1.40 -0.87  -0.42
C23 -1.39 0.80 -0.43  0.82
C24 -0.06 1.21 -0.62  -0.70
C25 0.28 2.51 -0.43  0.17
F1 1.54 2.94 -0.70  -0.42
C26 -0.65 3.45 0.04  -1.52
C27 -1.96 3.06 0.20  -0.85
C28 -2.36 1.74 -0.07  0.92
N4 -0.27 4.80 0.35  0.39
C29 -0.46 5.75 -0.73  -0.46
C30 -0.49 7.15 -0.15  -0.77
N5 0.79 7.39 0.60  -0.15
C31 0.99 6.36 1.69  -0.96
C32 0.99 4.99 1.03  -0.55
H15 -5.74 3.08 2.13  0.39
H16 -4.02 2.78 2.38  0.30
H17 -5.15 1.43 2.36  0.34
H18 -4.55 3.21 -0.07  0.44
H19 -5.66 1.86 -0.05  0.51
H20 -5.01 -0.26 -0.03  0.59
H21 0.67 0.48 -0.95  0.67
H22 -2.66 3.79 0.59  0.49
H23 -1.41 5.56 -1.23  0.46
H24 0.34 5.68 -1.49  0.27
H25 -1.30 7.26 0.58  0.35
H26 -0.57 7.92 -0.92  0.41
H27 0.81 8.33 0.99  0.35
H28 1.57 7.31 -0.05  0.40
H29 0.16 6.47 2.38  0.36
H30 1.93 6.58 2.19  0.43
H31 1.12 4.23 1.80  0.51
H32 1.86 4.91 0.35  0.42
N6 -0.92 -5.34 -0.12  -0.07
C33 -1.03 -6.49 -0.22  0.65
C34 -1.14 -7.86 -0.30  -0.15
C35 -0.92 -8.52 -1.52  0.08
N7 -0.73 -9.06 -2.53  -0.49
C36 -1.46 -8.60 0.87  0.05
N8 -1.73 -9.20 1.82  -0.51

=====

<b>
ORCA calculation (ωB97M-V/def2-TZVPD) on a structure of composition C36H32FN8O4RhS2.

Last column: Mulliken charge in e.
Geometry (Å):
Rh1 0.71 -1.16 0.13  0.07
C1 -1.94 0.46 -2.85  -1.43
C2 -0.79 0.27 -1.91  0.99
N1 -0.69 -0.83 -1.24  0.89
N2 -1.54 -1.87 -1.59  -0.94
C3 -0.99 -3.02 -1.37  0.63
S1 0.57 -3.26 -0.68  -0.38
S2 -1.85 -4.48 -1.89  -0.14
C4 -2.18 -4.00 -3.62  -1.15
C5 -0.93 -3.99 -4.45  0.44
C6 -0.47 -5.16 -5.05  -0.51
C7 0.71 -5.18 -5.78  -0.58
C8 1.46 -4.02 -5.91  -0.42
C9 1.02 -2.84 -5.31  -0.72
C10 -0.17 -2.83 -4.59  0.32
C11 0.30 1.24 -1.84  0.35
C12 0.08 2.60 -2.13  -0.67
C13 1.11 3.50 -2.22  -0.87
C14 2.42 3.05 -2.05  -0.45
C15 2.68 1.73 -1.77  -0.41
C16 1.64 0.79 -1.61  0.60
O1 1.95 -0.44 -1.28  -1.01
H1 -1.78 -0.12 -3.76  0.22
H2 -2.04 1.50 -3.14  0.45
H3 -2.86 0.10 -2.40  0.35
H4 -2.67 -3.03 -3.61  0.39
H5 -2.88 -4.75 -3.98  0.51
H6 -1.05 -6.08 -4.93  0.37
H7 1.04 -6.10 -6.24  0.37
H8 2.38 -4.03 -6.47  0.38
H9 1.60 -1.94 -5.40  0.42
H10 -0.50 -1.92 -4.12  0.20
H11 -0.94 2.94 -2.27  0.36
H12 0.91 4.54 -2.42  0.40
H13 3.25 3.74 -2.13  0.40
H14 3.69 1.37 -1.61  0.47
C17 1.75 -1.06 7.57  -0.67
C18 1.95 -2.39 6.86  -1.17
N3 2.09 -2.27 5.41  0.23
C19 0.98 -2.34 4.65  -0.32
C20 0.91 -2.10 3.30  -0.04
C21 -0.51 -2.03 2.74  0.16
O2 -1.42 -2.24 3.53  -0.79
O3 -0.67 -1.75 1.50  -0.45
C22 2.13 -1.86 2.61  1.65
O4 2.26 -1.57 1.40  -0.91
C23 3.34 -1.79 3.43  0.51
C24 4.53 -1.40 2.81  -0.58
C25 5.58 -0.99 3.57  0.21
F1 6.70 -0.55 2.94  -0.45
C26 5.51 -0.96 4.97  -0.59
C27 4.41 -1.53 5.58  -0.97
C28 3.29 -1.90 4.82  0.44
N4 6.43 -0.24 5.80  0.15
C29 7.79 0.02 5.39  -0.96
C30 7.97 1.36 4.67  -0.57
N5 7.35 2.46 5.49  -0.03
C31 5.90 2.16 5.79  -0.47
C32 5.85 0.85 6.56  0.07
H15 1.57 -1.23 8.63  0.43
H16 0.89 -0.53 7.15  0.32
H17 2.60 -0.40 7.46  0.02
H18 1.07 -3.02 7.03  0.51
H19 2.80 -2.94 7.25  0.47
H20 0.05 -2.54 5.16  0.53
H21 4.56 -1.33 1.73  0.45
H22 4.38 -1.54 6.66  0.85
H23 8.15 -0.77 4.73  0.50
H24 8.42 0.01 6.28  0.40
H25 7.46 1.38 3.71  0.44
H26 9.02 1.61 4.53  0.33
H27 7.43 3.35 5.00  0.36
H28 7.85 2.55 6.37  0.37
H29 5.38 2.09 4.84  -0.10
H30 5.50 3.00 6.36  0.39
H31 4.80 0.65 6.77  -0.34
H32 6.37 0.96 7.51  0.34
N6 0.96 0.85 1.19  -0.42
C33 1.78 1.21 1.92  0.47
C34 2.77 1.61 2.81  0.25
C35 4.10 1.87 2.41  0.23
N7 5.23 2.05 2.19  -0.68
C36 2.55 1.63 4.20  0.21
N8 2.38 1.62 5.35  -0.65

=====

Here are the energies relative to the best structure, in hartree: <a> 0.0469; <b> 0.0000.

=====

<a>
ORCA calculation (ωB97M-V/def2-TZVPD) on the ion C2H7N2OS with charge +1.

Last column: natural (NBO) charge in e.
Geometry (Å):
C1 1.36 -0.72 0.40  -0.46
N1 0.21 -0.64 -0.58  -0.51
C2 -0.92 0.28 -0.04  0.42
N2 -0.46 1.55 -0.08  -0.85
O1 -1.57 -0.31 1.03  -0.54
S1 -2.60 -0.21 -0.38  0.47
H1 1.71 0.25 0.45  0.24
H2 1.03 -1.07 1.40  0.25
H3 2.31 -1.28 0.15  0.27
H4 -0.20 -1.59 -0.67  0.45
H5 0.56 -0.32 -1.39  0.42
H6 -0.63 2.08 -0.99  0.42
H7 -0.80 1.97 0.70  0.41

Output
Net charge: +1
Structure (SMILES): C[NH2+][C@]1(N)OS1

=====

<b>
ORCA calculation (ωB97M-V/def2-TZVPD) on a cluster of 2 separate species, C2H7N2OS in total.

Last column: natural (NBO) charge in e.
Geometry (Å):
C1 0.23 -0.50 0.33  0.44
C2 0.31 1.37 -0.88  -0.44
N1 1.22 -0.88 1.07  -0.76
N2 -0.91 -1.09 0.20  -0.30
O1 -1.21 -2.33 0.77  -0.53
S1 -1.06 1.38 -1.90  0.18
H1 1.24 1.13 -1.38  0.25
H2 0.36 2.05 -0.06  0.25
H3 2.07 -0.35 1.13  0.43
H4 1.18 -1.75 1.60  0.43
H5 -1.57 -0.79 -0.53  0.41
H6 -2.02 -2.26 1.30  0.50
H7 -1.88 2.05 -1.07  0.15

Output
Net charge: +1

=====

Here are the energies relative to the best structure, in hartree: <a> 0.0000; <b> 0.0202.

=====

<a>
ORCA calculation (ωB97M-V/def2-TZVPD) on a cluster of 2 separate species, C5H12OS in total.

Last column: natural (NBO) charge in e.
Geometry (Å):
C1 -0.09 0.02 0.67  -0.42
C2 -1.08 -0.34 -0.41  -0.42
C3 -0.54 -1.46 -1.35  -0.55
S1 0.85 -0.85 -2.29  0.18
C4 1.90 -0.22 -0.97  -0.54
C5 1.07 0.68 0.02  -0.40
H1 0.29 -0.84 1.26  0.19
H2 -0.48 0.77 1.39  0.22
H3 -1.31 0.55 -1.02  0.20
H4 -2.02 -0.67 0.07  0.21
H5 -1.37 -1.92 -1.93  0.24
H6 -0.05 -2.26 -0.76  0.20
H7 2.73 0.38 -1.39  0.23
H8 2.35 -1.08 -0.43  0.20
H9 1.84 0.85 0.80  0.20
H10 0.79 1.67 -0.40  0.20
O1 -1.87 1.29 2.10  -0.91
H11 -1.23 1.85 1.60  0.47
H12 -1.79 1.58 3.03  0.48

Output
Structure (SMILES): C1CCSCC1.O

=====

<b>
ORCA calculation (ωB97M-V/def2-TZVPD) on a cluster of 2 separate species, C5H12OS in total.

Last column: natural (NBO) charge in e.
Geometry (Å):
C1 0.27 1.76 2.23  -0.51
C2 0.48 0.49 1.89  0.32
C3 1.81 -0.18 1.93  -0.68
O1 -0.59 -0.26 1.48  -0.69
H1 1.13 2.32 2.56  0.20
H2 -0.69 2.25 2.19  0.21
H3 2.57 0.54 2.21  0.23
H4 1.84 -1.02 2.62  0.22
H5 2.03 -0.58 0.94  0.21
H6 -0.26 -1.06 1.04  0.48
C4 -0.08 0.48 -1.61  -0.73
S1 -0.16 -1.32 -1.93  0.15
C5 -1.82 -1.43 -2.64  -0.74
H7 -0.81 0.75 -0.86  0.23
H8 -0.18 1.03 -2.55  0.21
H9 0.90 0.65 -1.16  0.22
H10 -1.95 -2.47 -2.93  0.23
H11 -2.59 -1.17 -1.91  0.22
H12 -1.89 -0.79 -3.51  0.21

Output
Structure (SMILES): C=C(C)O.CSC

=====

Here are the energies relative to the best structure, in hartree: <a> 0.0167; <b> 0.0000.

=====

<a>
ORCA calculation (ωB97M-V/def2-TZVPD) on a cluster of 2 separate species, C11H14N2O in total.

Last column: natural (NBO) charge in e.
Geometry (Å):
C1 -1.77 3.23 0.97  -0.64
C2 -0.53 2.55 0.59  -0.05
C3 -0.14 2.50 -0.71  -0.20
C4 1.04 1.84 -1.15  -0.26
C5 1.91 1.27 -0.21  0.28
O1 3.14 0.61 -0.50  -0.69
C6 1.48 1.36 1.19  -0.26
C7 0.28 1.99 1.61  -0.19
H1 -1.70 4.17 1.52  0.22
H2 -2.29 2.51 1.67  0.22
H3 -2.50 3.53 0.15  0.22
H4 -0.82 2.90 -1.41  0.21
H5 1.19 1.70 -2.25  0.23
H6 3.40 -0.10 0.31  0.48
H7 2.23 0.86 1.85  0.20
H8 -0.04 2.17 2.70  0.23
C8 -2.57 -1.14 -0.46  -0.64
C9 -1.33 -2.10 -0.53  0.11
C10 -0.04 -1.77 -0.14  -0.14
N1 0.62 -3.02 0.01  -0.51
C11 -0.29 -3.99 -0.28  0.16
N2 -1.46 -3.45 -0.59  -0.47
H9 -2.24 -0.19 -0.05  0.22
H10 -3.42 -1.63 0.06  0.23
H11 -3.00 -0.89 -1.44  0.21
H12 0.43 -0.82 -0.25  0.23
H13 1.53 -3.22 0.24  0.40
H14 -0.14 -5.02 -0.30  0.20

Output
Structure (SMILES): Cc1ccc(O)cc1.Cc1c[nH]cn1

=====

<b>
ORCA calculation (ωB97M-V/def2-TZVPD) on a cluster of 2 separate species, C11H14N2O in total.

Last column: natural (NBO) charge in e.
Geometry (Å):
C1 2.42 2.67 0.10  -0.63
C2 2.06 1.40 -0.66  -0.04
C3 2.47 0.19 -0.11  -0.18
C4 2.27 -1.00 -0.81  -0.28
C5 1.64 -0.94 -2.03  0.27
O1 1.40 -2.06 -2.80  -0.69
C6 1.18 0.27 -2.55  -0.26
C7 1.35 1.45 -1.85  -0.21
H1 1.74 2.88 0.92  0.23
H2 2.43 3.52 -0.58  0.21
H3 3.45 2.58 0.44  0.21
H4 3.06 0.20 0.79  0.21
H5 2.69 -1.92 -0.42  0.21
H6 2.11 -2.69 -2.68  0.48
H7 0.68 0.22 -3.51  0.23
H8 1.00 2.42 -2.17  0.22
C8 -3.81 -0.54 2.98  -0.63
C9 -2.80 -0.69 1.91  0.09
C10 -2.68 -1.70 1.00  -0.12
N1 -1.70 -1.32 0.13  -0.53
C11 -1.36 -0.04 0.46  0.17
N2 -1.95 0.35 1.55  -0.47
H9 -4.37 -1.46 3.05  0.21
H10 -4.51 0.26 2.75  0.22
H11 -3.38 -0.32 3.96  0.22
H12 -3.26 -2.61 1.02  0.22
H13 -1.42 -1.71 -0.75  0.42
H14 -0.73 0.59 -0.12  0.20

Output
Structure (SMILES): Cc1ccc(O)cc1.Cc1c[nH]cn1

=====

Here are the energies relative to the best structure, in hartree: <a> 0.0581; <b> 0.0000.